{"formula": "C5H14ClN3", "method": "wB97M-V/def2-TZVPD", "species": ["H", "H", "H", "H", "C", "H", "H", "N", "H", "C", "N", "H", "C", "H", "C", "H", "Cl", "H", "H", "H", "H", "N", "C"], "coordinates": [[-1.33395, -1.24438, -1.13068], [-2.05909, 2.86180, 2.15553], [2.98814, -1.10112, 0.43632], [-1.59105, 2.56616, -0.60207], [-1.13341, 1.39102, 1.01608], [-2.85251, 1.59861, -0.12843], [-0.72594, 2.03065, 2.97911], [-1.82395, 1.62874, -0.23239], [0.85214, -2.55698, -1.00017], [0.48867, -0.51807, -0.49150], [-0.63834, -0.54912, -1.37642], [-0.38810, -0.64627, -2.35584], [2.64140, -1.87261, -0.24735], [3.01485, -2.83320, 0.10388], [0.05397, -0.05569, 0.85621], [0.83017, -2.24355, 0.63676], [0.94604, -0.36422, 2.25621], [-2.28283, 1.23856, 2.80125], [1.26161, 0.12447, -0.93796], [-1.48490, 0.87794, -0.92050], [3.04137, -1.68255, -1.24257], [1.15738, -1.89220, -0.27708], [-1.56607, 1.89795, 2.29792]], "atomic_forces_ev_per_a": [[-0.080, -0.110, 0.065], [0.014, 0.100, 0.101], [-0.132, 0.007, -0.018], [-0.109, -0.228, 0.030], [4.346, -5.262, -1.056], [0.252, -0.046, -0.092], [0.051, 0.028, -0.030], [-0.302, 0.355, -0.197], [-0.046, 0.192, 0.192], [0.256, -0.083, -0.072], [0.097, -0.197, -0.227], [-0.007, 0.043, -0.015], [0.962, 0.061, -0.009], [-0.156, -0.030, -0.039], [-3.970, 5.089, 1.245], [0.029, -0.116, -0.368], [-0.152, 0.064, -0.222], [-0.049, -0.078, -0.056], [-0.046, -0.184, 0.130], [-0.262, 0.386, 0.184], [-0.192, 0.024, 0.000], [-0.277, -0.288, 0.022], [-0.225, 0.272, 0.432]], "smiles": "C[NH2+][C@@H](N)/C(Cl)=C(/C)[NH3+]", "homo_ev": [-16.62, -16.57], "mol_weight_g_mol": 151.64, "lumo_ev": [-8.4, -7.9], "total_charge": 2, "de_lowest_kcal_mol": 38.7}

{"formula": "C5H14CuN3S", "method": "wB97M-V/def2-TZVPD", "species": ["H", "H", "H", "H", "H", "C", "H", "H", "C", "H", "N", "H", "Cu", "C", "H", "C", "H", "N", "N", "S", "H", "H", "H", "C"], "coordinates": [[0.49204, -2.34390, -2.11777], [0.01041, 2.68094, 1.42723], [1.92609, -1.58881, -2.48338], [-1.06171, 0.62138, -0.99083], [0.59331, 1.15214, -2.79035], [-0.47691, 0.94329, -3.50279], [-1.24135, 0.17122, -3.32251], [-1.19000, -0.25213, 4.22159], [0.37622, 0.61597, 1.47944], [-0.17884, -2.20346, 3.20980], [-0.12234, 1.81248, 1.93201], [-0.99010, 1.90702, -3.52419], [0.19871, 0.21399, -1.80983], [-0.77160, 0.31594, 3.41404], [1.40415, -1.85640, 2.45059], [0.31931, -1.71269, 2.37087], [0.69176, -1.61689, -3.59037], [-0.01761, -0.29636, 2.42265], [0.90730, -1.54986, -2.59804], [1.36640, 0.31181, 0.14971], [-0.05969, 0.72967, -4.49151], [-0.02063, -2.15021, 1.42383], [-1.32053, 2.45641, 3.61316], [-0.83438, 1.63847, 3.10666]], "atomic_forces_ev_per_a": [[0.088, -0.297, -0.052], [-0.093, -0.468, 0.048], [-0.184, -0.163, -0.118], [-1.320, 0.050, 0.642], [-0.619, 1.188, -2.610], [0.356, 0.913, -1.291], [0.402, 0.307, 0.132], [-0.051, 0.050, 0.106], [0.304, 0.155, 0.239], [0.061, 0.028, -0.122], [-0.019, -0.394, -0.269], [0.075, -0.048, -0.002], [-0.712, -1.707, 2.655], [0.305, 0.590, -0.548], [-0.230, 0.099, -0.050], [-0.037, 0.002, -0.184], [0.117, -0.211, -0.102], [-0.095, 0.157, -0.316], [0.279, -0.200, 0.161], [1.014, 0.104, 1.405], [0.174, 0.216, 0.015], [0.103, 0.165, 0.229], [0.031, -0.117, -0.071], [0.052, -0.418, 0.102]], "homo_ev": [0.90, -2.33], "mol_weight_g_mol": 211.80, "multiplicity": 2, "s_squared": 0.750, "lumo_ev": [2.9, 2.9], "total_charge": -1}

{"formula": "C5H14FN3O3P", "method": "wB97M-V/def2-TZVPD", "species": ["O", "N", "H", "H", "H", "H", "H", "C", "H", "N", "P", "O", "C", "F", "H", "C", "H", "N", "C", "H", "H", "H", "H", "C", "H", "H", "O"], "coordinates": [[-2.31446, -0.71733, 2.31757], [-0.17881, 0.16782, 2.07648], [1.36738, -0.13474, -0.76107], [0.34462, 2.96049, 1.43295], [0.28824, 1.34845, 0.05537], [-0.48225, -0.59503, -0.05842], [-0.26601, 3.40914, 3.18603], [-1.62780, 0.23172, 1.85457], [-1.67922, 2.32965, 0.93866], [0.18153, -2.44505, -4.60869], [0.70310, 0.03450, 0.50812], [0.65073, 0.94025, 4.11827], [0.53063, -2.15740, -3.32379], [2.20069, 0.61659, 1.17936], [-3.29248, 1.70647, 1.56029], [0.44471, 2.78479, 2.55315], [1.50306, 3.10762, 2.86629], [1.40662, -3.02993, -2.76227], [0.32001, 1.24690, 2.93798], [0.53152, -3.23401, -5.11997], [-2.52428, 1.03202, -0.03300], [-0.46608, -1.82033, -5.05792], [1.68784, -2.84840, -1.81119], [-2.33410, 1.40305, 1.02221], [1.13072, -1.31221, 0.88930], [1.78067, -3.83038, -3.23685], [0.09345, -1.19465, -2.72343]], "atomic_forces_ev_per_a": [[1.643, 3.264, -1.654], [-1.081, 2.668, 1.196], [0.117, 0.107, 0.081], [-0.031, -0.158, 1.564], [0.182, 0.150, 0.501], [-0.049, 0.432, 0.050], [0.652, -0.941, -0.954], [-1.115, -2.321, 1.092], [-0.754, -1.331, 0.137], [-0.331, -0.064, -0.911], [0.845, -1.989, -2.538], [-0.942, 1.183, -3.641], [-0.174, 0.641, 0.683], [-0.818, 0.441, 0.272], [1.141, -0.656, -0.839], [0.873, -0.252, -0.170], [-1.555, -0.608, -0.487], [0.490, -0.407, 0.461], [0.447, -0.887, 3.423], [-0.013, 0.059, 0.070], [0.096, 0.344, 1.381], [0.115, -0.098, 0.111], [-0.084, 0.069, -0.100], [0.494, 0.151, 0.470], [-0.001, 0.399, 0.305], [-0.054, 0.078, 0.014], [-0.094, -0.274, -0.517]], "homo_ev": -4.11, "mol_weight_g_mol": 214.16, "lumo_ev": 2.8, "total_charge": -1}

{"formula": "C5H14FeN3S", "method": "wB97M-V/def2-TZVPD", "species": ["H", "H", "C", "H", "H", "C", "N", "H", "C", "Fe", "S", "H", "H", "N", "N", "H", "C", "H", "H", "C", "H", "H", "H", "H"], "coordinates": [[3.91729, 3.57163, -1.42191], [-0.31849, -3.44180, -0.85604], [4.36824, 1.62109, -0.51066], [-1.75674, -2.97295, 0.03551], [3.77985, -0.01762, 0.69564], [-0.86585, -2.57625, -0.46514], [2.51546, 2.74481, -0.03952], [1.06834, -0.75221, -0.62005], [3.69549, 2.75975, -0.77689], [-0.16445, -0.52416, 0.24123], [1.01992, 1.01620, 1.40934], [-0.15309, -2.17234, 0.31746], [0.51909, 3.29079, -0.51128], [-2.01719, 0.43119, 0.67864], [3.57640, 0.90019, 0.35149], [1.24190, 4.13881, 0.88496], [1.45335, 3.72952, -0.11550], [-1.15294, -1.97868, -1.33912], [-2.20553, 1.31169, 0.18681], [2.41042, 1.54877, 0.61606], [-2.84727, -0.14479, 0.49510], [-2.10892, 0.69516, 1.65987], [1.74224, 4.56327, -0.76646], [5.33604, 1.31125, -0.87251]], "atomic_forces_ev_per_a": [[0.264, 0.437, -0.290], [0.096, 0.108, -0.012], [0.019, 0.629, -0.315], [0.010, 0.140, -0.099], [-0.275, -0.208, -0.010], [-0.571, -1.246, 0.151], [0.251, -0.173, -0.626], [1.583, -0.281, -1.367], [-0.272, -0.220, 0.545], [-0.796, 1.389, 0.104], [0.766, 1.112, 0.928], [-0.284, -0.971, -0.217], [0.467, 0.036, 0.260], [-0.475, -0.194, -0.127], [0.038, -0.260, 0.160], [0.028, -0.248, -0.292], [-0.549, 0.170, 0.107], [0.216, 0.282, 0.457], [0.127, 0.040, -0.182], [-0.697, -0.056, 0.229], [-0.003, 0.052, 0.017], [0.066, -0.054, 0.361], [0.189, -0.324, 0.102], [-0.199, -0.160, 0.116]], "homo_ev": [0.72, -2.52], "mol_weight_g_mol": 204.10, "multiplicity": 5, "s_squared": 6.055, "lumo_ev": [3.0, 2.9], "total_charge": -1}

{"formula": "C5H14N", "method": "wB97M-V/def2-TZVPD", "species": ["H", "C", "C", "C", "H", "H", "H", "H", "H", "H", "H", "H", "H", "H", "H", "N", "H", "C", "H", "C"], "coordinates": [[0.66703, 0.83902, 1.94310], [0.24613, -0.21017, -2.04927], [-0.89814, -1.01198, 1.18190], [-1.10792, 1.28706, -0.58447], [-1.99743, 0.65458, -0.51507], [1.18967, -0.69623, -2.31213], [0.98284, 1.13867, -0.59375], [-0.58174, -0.89114, -2.26633], [1.51338, -0.62317, 2.24492], [-1.52708, -1.65813, 0.53651], [0.98028, -1.38860, 0.06259], [0.18300, 0.54046, -2.84541], [-1.15113, 1.86456, 0.34406], [-0.62587, -1.79074, 1.89924], [2.05841, 0.53290, 1.08838], [1.23713, 0.06984, 1.51750], [-1.51724, -0.18021, 1.48714], [0.16480, 0.47820, -0.70411], [-1.28092, 1.84761, -1.50499], [0.34624, -0.58877, 0.42940]], "atomic_forces_ev_per_a": [[0.171, 0.041, 0.364], [-0.013, 0.433, -1.437], [-0.193, -2.112, -1.558], [-0.824, -0.466, 0.096], [0.123, -0.301, -0.111], [0.003, -0.249, 0.654], [0.989, 0.792, -0.168], [0.069, -0.115, 0.360], [0.276, -0.012, 0.215], [0.075, 0.601, -0.285], [-0.327, -0.351, -0.036], [-0.205, 0.152, 0.123], [0.229, 0.462, -0.369], [-0.037, 0.789, 0.756], [0.517, -0.137, 0.126], [-1.106, 0.057, -0.905], [0.170, -0.053, 0.643], [-0.735, -1.694, 0.405], [0.250, 0.521, 0.353], [0.569, 1.640, 0.775]], "homo_ev": [-3.44, -11.89], "mol_weight_g_mol": 88.17, "multiplicity": 2, "s_squared": 0.751, "lumo_ev": [1.0, 0.8], "total_charge": 0, "de_lowest_kcal_mol": 35.2}

Question: Which formula does entry 4 have?
Answer: C5H14FeN3S